Computed, not measured: 17 unconnected molecules or ions with the total composition C68H116O27, with ωB97M-V with the def2-TZVPD basis set.

The geometry in XYZ format:
```
211
Properties=species:S:1:pos:R:3
C -1.4950 4.3843 0.2234
C -0.2572 5.2480 0.3479
C 0.1271 5.1226 1.8052
O -0.7068 4.1434 2.4329
C -1.8776 4.0199 1.6958
H -1.2698 3.4875 -0.3537
H -2.3559 4.8835 -0.2213
H -0.3053 6.2923 0.0394
H 0.5415 4.8725 -0.2918
H -0.0259 6.0702 2.3217
H 1.1862 4.9001 1.9355
H -2.6941 4.6861 1.9744
H -2.2645 3.0122 1.8471
C -0.9431 -5.3351 2.5082
C -1.4153 -3.8801 2.5385
C -2.0720 -4.0069 3.9321
O -2.6375 -5.3005 3.9910
C -2.0320 -6.2110 3.0474
H -0.0286 -5.3956 3.0983
H -0.5059 -5.6578 1.5633
H -2.1206 -3.6569 1.7379
H -0.6153 -3.1407 2.5033
H -2.7626 -3.1735 4.0613
H -1.3283 -3.9866 4.7286
H -2.7537 -6.5631 2.3103
H -1.4899 -7.0402 3.5019
C -0.4351 0.2614 1.3043
C 0.7498 -0.0129 0.3773
C 0.0924 -0.3469 -0.9126
O -1.1533 -0.9295 -0.5203
C -1.6915 -0.2047 0.5985
H -0.4967 1.3387 1.4582
H -0.1844 -0.2784 2.2175
H 1.2668 -0.9248 0.6761
H 1.4398 0.8190 0.2360
H 0.6053 -1.0581 -1.5601
H -0.1963 0.5573 -1.4485
H -2.2921 -0.9348 1.1410
H -2.3289 0.5960 0.2234
C -1.2532 -0.9796 -4.6456
C -0.7645 0.4067 -4.9791
C -1.9440 1.1471 -5.5289
O -3.1429 0.4258 -5.1394
C -2.7343 -0.9673 -5.0264
H -1.1508 -1.1378 -3.5720
H -0.7374 -1.8097 -5.1283
H 0.0763 0.3911 -5.6727
H -0.4834 0.9113 -4.0547
H -1.7708 1.0298 -6.5987
H -2.0300 2.1808 -5.1940
H -2.8724 -1.4750 -5.9810
H -3.2498 -1.5435 -4.2582
C -5.7510 3.0561 1.5738
C -5.4884 2.1682 2.7380
C -5.0738 0.8531 2.0091
O -5.8412 0.8513 0.8118
C -6.5784 2.0794 0.6999
H -4.8774 3.4238 1.0355
H -6.3154 3.9585 1.8090
H -6.3818 2.0485 3.3508
H -4.7594 2.6153 3.4138
H -5.3723 0.0449 2.6768
H -3.9908 0.8788 1.8887
H -7.5744 2.0567 1.1423
H -6.7665 2.2803 -0.3547
C -2.2642 4.2516 7.2753
C -1.6314 3.4659 6.1185
C -1.2726 2.1681 6.7668
O -0.9540 2.5838 8.1018
C -1.4283 3.8754 8.4904
H -3.3016 3.9563 7.4328
H -2.1919 5.3294 7.1300
H -0.7648 3.9907 5.7163
H -2.3698 3.3850 5.3208
H -0.5051 1.5943 6.2474
H -2.1427 1.5135 6.7154
H -0.6056 4.5801 8.6108
H -2.0611 3.8920 9.3778
C -6.1665 -4.1701 0.6934
C -5.7753 -2.8073 0.1531
C -4.4056 -3.0610 -0.5169
O -3.9731 -4.3020 0.1381
C -4.8601 -4.8069 1.1252
H -6.5855 -4.8080 -0.0848
H -6.8921 -4.1650 1.5067
H -5.7172 -2.1036 0.9835
H -6.6042 -2.4250 -0.4426
H -3.7595 -2.1837 -0.4836
H -4.5619 -3.1602 -1.5911
H -4.6447 -4.5188 2.1541
H -4.8751 -5.8964 1.1554
O 2.2165 1.1599 -2.7878
C 2.4350 0.6199 -3.8740
O 2.4950 1.3592 -5.0553
C 2.6081 0.4838 -6.1640
C 2.4586 -0.9058 -5.6311
C 2.7282 -0.8546 -4.1158
H 3.5561 0.6505 -6.6757
H 1.7348 0.6673 -6.7899
H 3.1591 -1.5450 -6.1685
H 1.4762 -1.3531 -5.7827
H 3.7519 -1.1055 -3.8378
H 2.1058 -1.5994 -3.6200
O 6.5906 3.9911 -3.5192
C 5.7262 4.0962 -2.6568
O 4.7179 3.1966 -2.6469
C 3.9259 3.3481 -1.5092
C 4.1833 4.7988 -0.9955
C 5.6321 5.0780 -1.4738
H 4.1191 2.7106 -0.6465
H 2.8770 3.1831 -1.7558
H 3.9412 4.8692 0.0649
H 3.4613 5.3736 -1.5755
H 6.4156 4.8524 -0.7504
H 5.8041 6.0603 -1.9138
O 6.8042 2.3702 0.6134
C 6.2180 1.3030 0.4428
O 5.4696 0.6451 1.3846
C 5.1148 -0.6256 0.8834
C 5.4284 -0.6182 -0.5772
C 6.5203 0.3849 -0.7063
H 4.0655 -0.8873 1.0198
H 5.7550 -1.3862 1.3302
H 4.6341 -0.3586 -1.2770
H 5.7130 -1.6183 -0.9041
H 6.4239 0.9191 -1.6515
H 7.5062 -0.0559 -0.8539
O -3.8869 3.9477 -2.2125
C -4.2119 2.7679 -2.3004
O -3.6262 1.7735 -1.5706
C -4.0919 0.5088 -1.9387
C -5.2896 0.7463 -2.7600
C -5.3107 2.2383 -3.1480
H -4.3144 -0.1460 -1.0961
H -3.3171 0.0062 -2.5176
H -6.1584 0.5080 -2.1463
H -5.3470 0.1747 -3.6863
H -6.2750 2.7039 -2.9446
H -5.0103 2.3672 -4.1879
O 6.3275 -4.6095 -7.4145
C 5.9232 -4.6009 -6.2393
O 4.8947 -3.7661 -5.8706
C 4.6190 -3.7998 -4.4989
C 5.0751 -5.2419 -4.1231
C 6.2112 -5.5130 -5.0970
H 3.5686 -3.7550 -4.2111
H 5.2490 -3.0711 -3.9888
H 4.2925 -5.9760 -4.3145
H 5.4052 -5.2170 -3.0846
H 6.2657 -6.5797 -5.3146
H 7.1540 -5.1915 -4.6545
O 3.6402 -3.4505 -1.6748
C 3.3753 -3.6575 -0.5008
O 4.3408 -3.8693 0.3700
C 3.8374 -4.0741 1.6696
C 2.4484 -3.4947 1.5479
C 2.0320 -3.6892 0.1929
H 4.4175 -3.4573 2.3559
H 3.8287 -5.1364 1.9133
H 2.4770 -2.4331 1.7938
H 1.7367 -3.9414 2.2421
H 1.2805 -2.9991 -0.1906
H 1.5763 -4.6785 0.1539
O 0.9138 7.3416 -3.1512
C 0.4829 6.2389 -3.1782
O 1.3168 5.2357 -3.4709
C 0.6571 4.0074 -3.6837
C -0.8013 4.4328 -3.8249
C -0.9454 5.8019 -3.2344
H 0.8658 3.3788 -2.8180
H 0.8979 3.4382 -4.5816
H -1.5257 3.7332 -3.4080
H -1.0579 4.6302 -4.8657
H -1.3231 5.8417 -2.2127
H -1.4753 6.5302 -3.8483
O 1.6148 -1.7846 3.9937
C 1.0163 -1.6342 5.0972
O -0.3612 -1.6562 5.1321
C -0.8838 -1.5535 6.4162
C 0.3477 -1.7186 7.3263
C 1.5051 -1.3120 6.4842
H -1.6970 -2.2498 6.6211
H -1.3007 -0.5483 6.4792
H 0.3787 -2.7499 7.6777
H 0.3266 -1.1524 8.2575
H 2.3468 -1.9766 6.6788
H 1.7967 -0.2626 6.5268
O 0.7453 -4.0508 -4.6388
C -0.0826 -4.0648 -3.7645
O 0.2727 -4.0012 -2.4838
C -0.8915 -4.0745 -1.6267
C -1.8909 -4.7809 -2.4739
C -1.5705 -4.3360 -3.8935
H -1.2163 -3.0786 -1.3256
H -0.7415 -4.7352 -0.7728
H -2.9459 -4.6297 -2.2455
H -1.7270 -5.8541 -2.3773
H -2.1428 -3.5342 -4.3601
H -1.6580 -5.1602 -4.6014
O 4.2919 1.1850 5.8112
C 3.5397 1.6858 5.0085
O 2.2323 1.9361 5.3138
C 1.6039 2.5984 4.2838
C 2.6944 2.9642 3.2667
C 3.7873 1.9930 3.5374
H 1.0775 3.5067 4.5770
H 0.8839 1.9318 3.8091
H 3.0088 4.0036 3.3609
H 2.2123 2.7811 2.3064
H 4.7909 2.3298 3.2777
H 3.5893 1.0418 3.0433
```

## Properties
- HOMO: -9.715 eV

***

Computed, not measured: 17 unconnected molecules or ions with the total composition C68H187N17O17, with ωB97M-V with the def2-TZVPD basis set.

The geometry in XYZ format:
```
289
Properties=species:S:1:pos:R:3
C -9.5945 17.2032 18.7522
C -11.1184 17.4956 18.6985
C -11.6208 18.6198 19.6751
O -13.0035 18.4336 20.1044
C -13.1870 17.4272 21.0792
N -11.5578 17.6111 17.3172
H -9.3194 16.7877 19.7216
H -9.0274 18.1036 18.5159
H -9.2792 16.4973 17.9839
H -11.5701 16.6293 19.1818
H -11.4432 19.5726 19.1766
H -11.0623 18.7961 20.5944
H -12.8122 16.4236 20.8784
H -14.2471 17.2778 21.2842
H -12.8230 17.6468 22.0829
H -11.2109 16.8181 16.7968
H -12.5578 17.6042 17.1759
C -8.3920 13.8938 9.4826
C -8.9893 14.6836 8.3624
C -10.5111 14.4522 8.2196
O -10.7914 13.1115 7.7558
C -12.1743 12.9185 7.4471
N -8.8211 16.0604 8.7312
H -7.4136 14.2965 9.7449
H -8.3139 12.8789 9.0927
H -8.9677 13.7515 10.3972
H -8.3677 14.4486 7.4983
H -10.9425 15.1687 7.5205
H -11.0368 14.6865 9.1453
H -12.8274 13.3152 8.2244
H -12.3362 11.8639 7.2245
H -12.3460 13.5524 6.5772
H -9.1615 16.6254 7.9663
H -9.2816 16.2528 9.6093
C -5.8644 17.7028 13.2384
C -6.6485 16.4023 13.4014
C -5.7576 15.1400 13.4171
O -5.1930 14.9672 12.1342
C -4.1494 13.9515 12.1856
N -7.3693 16.5158 14.6626
H -6.6337 18.4676 13.1320
H -5.1368 17.7309 12.4273
H -5.3698 18.0096 14.1600
H -7.3001 16.2491 12.5411
H -6.3386 14.2190 13.4671
H -4.9332 15.1690 14.1295
H -3.8589 13.5280 11.2241
H -4.4542 13.0625 12.7377
H -3.2087 14.3641 12.5501
H -7.8182 17.4196 14.6212
H -6.6457 16.6198 15.3595
C -6.5563 6.1283 6.3566
C -6.5309 7.0604 7.5894
C -6.3987 8.5475 7.1570
O -5.8628 9.2197 8.2755
C -5.7674 10.6177 8.1333
N -7.7147 6.7310 8.3369
H -5.6318 6.1657 5.7804
H -7.3847 6.4450 5.7230
H -6.7416 5.0984 6.6617
H -5.6794 6.7111 8.1734
H -7.4238 8.8259 6.9126
H -5.7743 8.6431 6.2687
H -4.8754 10.8444 7.5492
H -5.6705 10.9719 9.1595
H -6.6153 11.0140 7.5747
H -7.8690 7.5542 8.9014
H -8.5704 6.6473 7.8068
C -10.7093 18.9973 9.8742
C -10.6920 18.9416 11.4134
C -11.9954 18.3858 11.9502
O -12.0752 18.7119 13.3124
C -13.1436 18.1049 13.9791
N -9.5881 18.1923 11.9672
H -11.6383 19.4606 9.5417
H -10.7042 17.9979 9.4391
H -9.8727 19.5570 9.4559
H -10.5598 19.9882 11.6878
H -12.0137 17.3281 11.6872
H -12.8890 18.7762 11.4631
H -14.0416 18.3855 13.4287
H -13.2836 18.4830 14.9918
H -12.9292 17.0371 14.0246
H -9.5793 18.2127 12.9770
H -8.7603 18.6429 11.6042
C -8.4998 13.3452 18.0175
C -7.1624 13.1653 18.8713
C -5.9416 13.1541 17.9516
O -6.0973 12.0786 17.0325
C -4.9616 11.7920 16.2978
N -7.1106 14.1801 19.9007
H -8.3877 14.1190 17.2581
H -9.3744 13.4690 18.6563
H -8.6530 12.4937 17.3545
H -7.2438 12.2064 19.3832
H -5.1356 13.1194 18.6846
H -5.8072 14.0523 17.3489
H -4.0635 12.0394 16.8638
H -4.8887 12.4805 15.4559
H -4.9328 10.7742 15.9088
H -8.0101 14.0898 20.3511
H -6.9486 15.1020 19.5215
C -6.7663 21.5408 9.4004
C -5.9951 20.5408 10.2990
C -5.3759 21.0531 11.6059
O -4.5742 22.1464 11.2921
C -3.8320 22.6290 12.3633
N -6.9013 19.4265 10.5742
H -6.9913 21.0348 8.4615
H -6.2527 22.4967 9.2972
H -7.6846 21.7628 9.9439
H -5.1968 20.1062 9.6974
H -4.7755 20.2459 12.0253
H -6.0836 21.3524 12.3790
H -3.0219 23.2116 11.9248
H -3.4767 21.8689 13.0591
H -4.4658 23.2751 12.9708
H -6.3490 18.7155 11.0317
H -7.2132 18.9930 9.7169
C -7.1515 25.2117 15.1110
C -7.3310 24.4084 16.4485
C -6.0467 24.3108 17.2790
O -5.0181 23.5878 16.6314
C -5.1761 22.1845 16.3490
N -8.2949 25.1511 17.1436
H -6.9061 26.2684 15.2164
H -8.0890 25.1347 14.5602
H -6.3792 24.7795 14.4747
H -7.7204 23.4157 16.2228
H -6.2605 23.7571 18.1932
H -5.6100 25.2806 17.5175
H -5.8340 21.8315 17.1432
H -4.2616 21.6022 16.4621
H -5.7566 21.9633 15.4534
H -8.1131 25.0266 18.1293
H -8.0235 26.1175 17.0316
C -3.2915 16.9722 9.2246
C -4.6617 16.5683 8.6110
C -4.6796 15.0951 8.1356
O -3.5331 14.8074 7.2923
C -3.5644 13.5311 6.6011
N -5.6272 16.7287 9.6731
H -2.9750 16.3706 10.0767
H -3.3368 18.0087 9.5588
H -2.4586 16.8495 8.5323
H -4.9491 17.1806 7.7562
H -5.6288 14.8680 7.6502
H -4.6418 14.4215 8.9918
H -4.4240 13.4839 5.9326
H -3.6090 12.6618 7.2572
H -2.6288 13.4846 6.0437
H -5.2937 16.2057 10.4702
H -6.5157 16.3308 9.4040
C -10.7087 14.7271 12.7005
C -10.4369 14.4418 14.1518
C -9.1884 13.5186 14.1935
O -9.4384 12.2021 13.8830
C -8.3137 11.3352 13.8401
N -10.2250 15.7196 14.8120
H -10.8540 13.8450 12.0770
H -9.9494 15.3764 12.2648
H -11.6760 15.2078 12.5539
H -11.3010 13.9116 14.5522
H -8.7561 13.6176 15.1892
H -8.3896 13.9156 13.5670
H -8.0575 11.0861 14.8698
H -7.4950 11.7319 13.2397
H -8.5296 10.3773 13.3669
H -9.2366 15.8768 14.9480
H -10.4531 16.3808 14.0834
C -1.3377 19.2565 13.1854
C -0.1211 19.2525 12.2533
C -0.4195 18.2010 11.1461
O 0.7479 17.8246 10.4946
C 0.6962 16.7845 9.4778
N 0.2442 20.5007 11.7293
H -2.2196 19.2640 12.5449
H -1.4049 20.1543 13.7999
H -1.4551 18.3743 13.8147
H 0.7460 19.0051 12.8656
H -1.1311 18.5895 10.4174
H -0.8572 17.3086 11.5935
H -0.2111 17.0075 8.9163
H 0.5848 15.8158 9.9649
H 1.5808 16.7236 8.8439
H -0.4718 20.7522 11.0627
H 0.9550 20.2636 11.0520
C 3.7918 14.1849 10.3693
C 3.7374 14.3259 11.9346
C 2.5798 15.1699 12.3887
O 2.4285 15.1085 13.7951
C 1.1497 15.4737 14.3032
N 3.6923 12.9986 12.5443
H 3.7941 15.0983 9.7745
H 2.9007 13.6641 10.0190
H 4.6682 13.6467 10.0083
H 4.6475 14.7892 12.3157
H 1.7240 14.8570 11.7906
H 2.6790 16.2244 12.1313
H 0.7820 16.4682 14.0505
H 1.1489 15.4136 15.3915
H 0.4618 14.7264 13.9076
H 3.5815 13.0436 13.5472
H 4.4910 12.4222 12.3209
C -6.6616 19.0194 19.7700
C -6.1333 18.1423 18.6352
C -4.7297 18.5983 18.0672
O -4.3798 17.7037 17.0642
C -2.9982 17.7738 16.8842
N -5.9668 16.7942 19.0650
H -5.9597 19.0340 20.6038
H -7.4838 18.5263 20.2886
H -6.9240 20.0250 19.4413
H -6.8482 18.0908 17.8141
H -3.9652 18.7230 18.8341
H -4.8496 19.5791 17.6070
H -2.4916 17.2449 17.6916
H -2.7151 18.8050 16.6731
H -2.7935 17.3000 15.9241
H -5.3052 16.7766 19.8278
H -5.3950 16.4544 18.3049
C -1.2085 12.3322 14.4751
C -1.2859 10.7908 14.6720
C -2.3102 9.9967 13.7985
O -3.5711 10.5712 13.8400
C -4.4592 10.0196 12.8870
N 0.0834 10.3299 14.5248
H -0.8822 12.6032 13.4710
H -0.5378 12.7157 15.2440
H -2.2029 12.7445 14.6467
H -1.6546 10.6236 15.6840
H -2.3155 8.9729 14.1728
H -1.9001 9.9385 12.7903
H -4.9422 9.2222 13.4518
H -4.0928 9.6550 11.9273
H -5.2440 10.7428 12.6650
H 0.6156 10.9324 15.1362
H 0.3609 10.4742 13.5644
C 0.8588 9.6063 10.1870
C 1.2906 10.9382 10.7691
C 0.1523 11.9599 10.7592
O -0.1002 12.3047 9.4396
C -1.0904 13.2810 9.3433
N 1.8070 10.8749 12.0661
H 1.6379 8.8474 10.1152
H 0.5536 9.8151 9.1616
H 0.0977 9.0832 10.7660
H 2.1089 11.3949 10.2124
H 0.5184 12.8625 11.2485
H -0.7682 11.6992 11.2815
H -0.9036 14.1944 9.9080
H -2.0200 12.8274 9.6872
H -1.2973 13.6400 8.3352
H 2.5894 10.2381 12.0159
H 2.3350 11.7127 12.2646
C -8.7495 20.7956 14.2489
C -8.8480 19.8516 15.5126
C -9.5602 20.5043 16.7212
O -8.5472 21.2320 17.4174
C -9.1831 21.8192 18.4767
N -9.5230 18.6570 15.0569
H -9.7284 20.9466 13.7940
H -8.1457 20.3262 13.4722
H -8.3655 21.7994 14.4305
H -7.8705 19.4911 15.8328
H -10.0052 19.7667 17.3892
H -10.3343 21.1541 16.3130
H -9.9879 22.4740 18.1425
H -8.5163 22.4896 19.0190
H -9.5632 21.0838 19.1858
H -10.4370 18.9319 14.7265
H -9.7720 18.1387 15.8872
C -2.4227 9.4569 9.5404
C -2.4849 8.0020 9.1043
C -3.3152 7.1221 10.0868
O -3.4531 5.8398 9.6253
C -4.3565 5.1150 10.3571
N -3.1417 7.9741 7.7624
H -2.1191 9.5248 10.5851
H -3.4033 9.9250 9.4542
H -1.7335 10.0932 8.9852
H -1.4687 7.6130 9.0394
H -4.2970 7.5946 10.0563
H -2.9173 7.1558 11.1010
H -5.3590 5.5429 10.3537
H -3.9794 5.0614 11.3784
H -4.5450 4.0931 10.0280
H -3.2631 6.9884 7.5787
H -4.1036 8.2325 7.9295
```

## Properties
- Relative energy (zero: lowest compared OMol25 entry of this formula, charge and spin): 94.1 kcal/mol
- HOMO: -8.559 eV